Entry from the OMol25 dataset: a structure of composition C19H23CrN4O2S (wB97M-V/def2-TZVPD).

Computed properties:
HOMO-LUMO gap (alpha / beta) ... 7.5 / 8.0 eV
Energy ... -2549.41970 Ha
Charge ... +2
Spin multiplicity ... 4

```
50
Properties=species:S:1:pos:R:3:mulliken_charge:R:1
Cr -0.950 0.738 -0.638 0.3213
C -4.039 0.409 -2.109 -1.5937
C -2.797 1.246 -2.050 0.8926
C -1.707 0.935 -2.890 -0.6540
C -0.517 1.677 -2.874 1.2371
C 0.614 1.314 -3.789 -1.6172
C -0.421 2.754 -1.975 -1.0390
C -1.485 3.124 -1.145 1.0175
C -1.409 4.338 -0.272 -1.4414
C -2.653 2.323 -1.165 -0.6831
H -3.825 -0.617 -1.803 0.2909
H -4.401 0.374 -3.137 0.4011
H -4.825 0.809 -1.473 0.4227
H -1.780 0.085 -3.559 0.5882
H 0.940 0.287 -3.622 0.3378
H 1.466 1.977 -3.654 0.4159
H 0.284 1.385 -4.826 0.3941
H 0.493 3.335 -1.955 0.4823
H -1.277 4.058 0.775 0.2651
H -2.339 4.902 -0.343 0.4087
H -0.584 4.983 -0.564 0.4411
H -3.472 2.576 -0.502 0.4696
O -1.417 -1.093 -0.837 -0.2376
N -0.499 -1.988 -0.561 -0.7741
N 0.583 -1.462 -0.220 1.4786
O 0.683 -0.146 -0.124 -0.6986
C 1.740 -2.266 0.142 0.4722
C 1.666 -3.645 0.018 -0.3458
C 2.779 -4.387 0.377 -0.6464
C 3.927 -3.755 0.842 -0.4935
C 3.972 -2.372 0.946 -0.8060
C 2.869 -1.607 0.593 -0.2843
H 0.773 -4.126 -0.352 0.5058
H 2.748 -5.464 0.286 0.4321
H 4.792 -4.344 1.113 0.4300
H 4.871 -1.880 1.290 0.4337
H 2.899 -0.529 0.646 0.4541
C 1.338 1.141 3.251 -0.8710
N 0.449 -0.011 3.099 0.2673
C 0.666 -1.266 3.631 -0.0472
C -0.373 -2.047 3.259 -0.7291
N -1.199 -1.252 2.498 0.1881
C -0.691 -0.015 2.403 0.1838
S -1.401 1.328 1.564 -0.4355
H 2.080 0.897 4.005 0.3228
H 0.763 2.005 3.573 0.3735
H 1.825 1.356 2.302 0.3059
H 1.526 -1.489 4.237 0.4789
H -0.594 -3.077 3.479 0.4520
H -2.091 -1.519 2.109 0.2328
```